# 1
{
  "formula": "C13H18AsCl2MnN2OS",
  "method": "the ωB97M-V functional and the def2-TZVPD basis",
  "relative_energy_ev": 0.255,
  "homo_lumo_gap_ev": [7.199, 7.516],
  "spin_multiplicity": 2,
  "total_charge": 1,
  "energy_ha": -5396.0312,
  "homo_ev": [-10.43, -10.53],
  "elements": ["Mn", "O", "C", "C", "C", "C", "C", "C", "C", "N", "C", "C", "N", "H", "H", "H", "H", "H", "H", "H", "Cl", "C", "Cl", "H", "H", "C", "As", "C", "C", "S", "H", "H", "H", "H", "H", "H", "H", "H", "H"],
  "positions_angstrom": [[-0.623, -1.156, -0.154], [0.088, 0.607, -0.664], [-0.322, 1.812, -0.397], [0.575, 2.901, -0.421], [0.151, 4.186, -0.182], [-1.186, 4.447, 0.092], [-2.087, 3.406, 0.141], [-1.686, 2.089, -0.090], [-2.669, 1.034, 0.066], [-2.475, -0.216, 0.502], [-3.721, -0.768, 0.641], [-4.670, 0.132, 0.266], [-3.994, 1.255, -0.097], [1.616, 2.696, -0.623], [0.863, 4.996, -0.202], [-1.509, 5.454, 0.291], [-3.112, 3.610, 0.418], [-3.856, -1.758, 1.030], [-5.737, 0.060, 0.230], [-4.403, 2.106, -0.445], [-1.515, -2.738, -1.670], [-2.029, -4.111, -0.654], [-0.661, -5.169, -0.293], [-2.779, -4.673, -1.208], [-2.421, -3.702, 0.278], [4.208, -2.761, 0.055], [2.889, -1.361, 0.351], [3.585, -0.224, 1.772], [2.958, -0.325, -1.303], [1.086, -2.304, 0.989], [5.198, -2.314, -0.056], [3.956, -3.310, -0.854], [4.218, -3.461, 0.891], [4.579, 0.139, 1.504], [3.646, -0.794, 2.702], [2.907, 0.618, 1.920], [3.939, 0.141, -1.371], [2.182, 0.438, -1.289], [2.809, -0.982, -2.164]]
}



# 2
{
  "formula": "C13H18BKO17",
  "method": "the ωB97M-V functional and the def2-TZVPD basis",
  "relative_energy_ev": 4.593,
  "homo_lumo_gap_ev": 6.249,
  "spin_multiplicity": 1,
  "energy_ha": -2410.1664,
  "homo_ev": -8.54,
  "elements": ["K", "O", "C", "O", "B", "O", "C", "O", "O", "C", "O", "C", "O", "O", "C", "O", "C", "O", "O", "C", "H", "H", "H", "H", "H", "H", "C", "O", "C", "O", "O", "C", "H", "H", "H", "H", "H", "H", "C", "O", "C", "O", "O", "C", "H", "H", "H", "H", "H", "H"],
  "positions_angstrom": [[-0.699, 1.435, 0.346], [5.705, -3.220, -0.104], [5.717, -2.903, -1.318], [6.220, -3.643, -2.329], [6.207, -2.756, -3.485], [5.455, -1.536, -3.157], [5.110, -1.618, -1.908], [4.367, -0.873, -1.253], [5.662, -3.466, -4.707], [6.341, -3.143, -5.793], [6.120, -3.401, -6.930], [7.566, -2.403, -5.376], [7.541, -2.341, -3.991], [8.449, -1.933, -6.190], [-0.551, -2.723, -4.415], [-0.743, -3.898, -3.707], [-1.010, -3.841, -2.379], [-0.900, -2.854, -1.616], [-1.404, -5.097, -2.040], [-1.725, -5.416, -0.666], [-1.240, -1.910, -4.188], [-0.667, -2.861, -5.490], [0.501, -2.535, -4.198], [-1.456, -4.630, 0.040], [-1.172, -6.301, -0.352], [-2.804, -5.564, -0.712], [-4.962, 6.251, 1.522], [-3.741, 7.066, 1.544], [-2.730, 6.712, 0.779], [-2.507, 5.584, 0.283], [-1.820, 7.760, 0.783], [-0.565, 7.593, 0.051], [-5.763, 6.943, 1.784], [-4.816, 5.627, 2.403], [-5.253, 5.733, 0.608], [0.081, 7.308, 0.882], [-0.051, 8.494, -0.282], [-0.705, 6.861, -0.745], [-4.761, 1.027, 5.995], [-3.784, 0.077, 6.356], [-2.933, -0.262, 5.390], [-2.944, 0.110, 4.206], [-1.981, -0.987, 6.013], [-0.780, -1.484, 5.349], [-4.322, 1.953, 5.625], [-5.362, 1.455, 6.797], [-5.414, 0.547, 5.266], [-1.033, -2.256, 4.623], [-0.049, -1.981, 5.987], [-0.392, -0.701, 4.697]]
}